A single C3H2N2O molecule at a distorted geometry. Source: the Open Molecules 2025 dataset; level of theory: ωB97M-V/def2-TZVPD.

The geometry in XYZ format:
```
8
Properties=species:S:1:pos:R:3
C -1.556 -0.685 -0.001
C 0.194 0.964 -0.078
C 1.150 -0.192 0.042
N -2.558 -1.051 -0.463
N -0.284 -0.099 0.602
O -0.076 2.071 -0.370
H 1.433 -0.917 -0.704
H 1.698 -0.091 0.971
```

Output
Net charge: 0
Relative energy (zero: lowest compared OMol25 entry of this formula, charge and spin): 199.9 kJ/mol
SMILES string: N#CN1CC1=O
Frontier orbital gap: 11.098 eV
HOMO: -0.3905 hartree